Computed, not measured: a single C5H8N2 molecule, with ωB97M-V/def2-TZVPD.

LUMO level = 0.909 eV
2S+1 = 1
relative energy (zero: lowest compared OMol25 entry of this formula, charge and spin) = 119.3 kJ/mol
total charge = 0

Last column: natural (NBO) charge in e.
Cartesian coordinates (Å):
1 N -1.64 2.21 1.67  -0.318
2 N -1.23 -0.31 -0.80  -0.555
3 C 0.11 -0.21 -0.22  0.123
4 C 0.30 -0.66 1.21  -0.635
5 C 1.22 -0.53 -1.19  -0.608
6 C -1.24 1.71 0.70  0.264
7 C -0.72 1.02 -0.46  -0.208
8 H -0.52 1.66 -1.31  0.239
9 H 2.15 -0.03 -0.92  0.215
10 H 0.04 -1.72 1.31  0.218
11 H 1.40 -1.61 -1.22  0.219
12 H 0.93 -0.21 -2.20  0.224
13 H -0.34 -0.10 1.90  0.233
14 H 1.33 -0.54 1.55  0.225
15 H -1.92 -0.63 -0.12  0.363

Computed, not measured: 9 unconnected molecules or ions with the total composition C8H32ClN16O12, with ωB97M-V/def2-TZVPD.

LUMO level = 1.986 eV
2S+1 = 1
relative energy (zero: lowest compared OMol25 entry of this formula, charge and spin) = 122.7 kJ/mol
total charge = -1

Last column: natural (NBO) charge in e.
Cartesian coordinates (Å):
1 Cl -0.15 0.08 -0.32  2.549
2 O -1.18 -5.22 1.87  -0.663
3 O -5.07 1.33 2.67  -0.673
4 O -1.13 3.40 5.57  -0.644
5 O 4.80 -1.41 1.51  -0.647
6 O 2.79 -4.18 3.72  -0.656
7 O -3.04 4.07 -3.74  -0.661
8 O 1.09 -0.19 -1.00  -0.851
9 O 0.08 1.05 0.73  -0.891
10 O -1.05 0.64 -1.30  -0.885
11 O 2.21 -0.14 -5.32  -0.652
12 O 0.54 5.63 -1.71  -0.681
13 O -0.73 -1.10 0.28  -0.886
14 N 1.12 -1.81 -4.21  -0.853
15 N -3.47 2.16 1.28  -0.858
16 N -2.54 -5.86 0.21  -0.851
17 N -4.58 2.73 -4.74  -0.849
18 N 1.02 2.86 6.06  -0.860
19 N 0.10 2.21 4.05  -0.859
20 N 6.45 -0.18 0.54  -0.853
21 N -3.77 2.22 -2.64  -0.851
22 N -3.34 -0.01 2.01  -0.850
23 N 2.76 -2.27 -5.80  -0.861
24 N 0.74 3.98 -0.17  -0.870
25 N -1.24 -3.99 -0.05  -0.845
26 N 1.78 -4.53 1.69  -0.867
27 N 4.24 0.29 0.13  -0.852
28 N -0.61 3.66 -1.95  -0.873
29 N 1.66 -2.48 2.72  -0.840
30 C -3.76 3.09 -3.71  0.776
31 C 2.10 -3.78 2.81  0.787
32 C 2.08 -1.32 -5.06  0.770
33 C -1.63 -5.01 0.76  0.771
34 C 0.26 4.50 -1.34  0.776
35 C 5.14 -0.46 0.83  0.765
36 C -4.05 1.15 2.02  0.768
37 C -0.10 2.86 5.24  0.774
38 H 7.17 -0.65 1.07  0.396
39 H -2.60 -0.16 1.36  0.403
40 H 2.70 -3.25 -5.60  0.379
41 H -5.11 1.88 -4.70  0.382
42 H 1.88 2.53 5.65  0.379
43 H 1.27 4.55 0.46  0.394
44 H -4.54 1.60 -2.50  0.386
45 H -3.57 -0.76 2.63  0.403
46 H -2.55 2.00 0.90  0.395
47 H -3.03 2.29 -1.97  0.420
48 H -2.99 -5.75 -0.68  0.382
49 H -0.55 2.33 3.30  0.422
50 H 0.96 -2.79 -4.10  0.382
51 H 3.49 -1.88 -6.36  0.404
52 H -2.75 -6.73 0.66  0.401
53 H -4.84 3.42 -5.41  0.401
54 H 0.81 1.50 4.05  0.386
55 H 3.27 0.02 0.15  0.429
56 H 4.47 1.21 -0.19  0.382
57 H 0.85 -2.28 2.16  0.387
58 H 0.50 3.03 0.08  0.403
59 H -1.65 -3.79 -0.94  0.391
60 H -0.73 2.69 -1.69  0.403
61 H 6.72 0.67 0.09  0.377
62 H 2.28 -5.39 1.58  0.391
63 H -0.52 -3.35 0.21  0.422
64 H 1.03 3.58 6.76  0.401
65 H -4.02 2.94 1.01  0.406
66 H 0.83 -4.50 1.37  0.392
67 H 0.79 -1.12 -3.56  0.429
68 H -1.04 3.99 -2.80  0.426
69 H 1.90 -1.81 3.43  0.396

Computed, not measured: a molecular structure, C6H9N, with ωB97M-V/def2-TZVPD.

LUMO level = 1.017 eV
2S+1 = 1
relative energy (zero: lowest compared OMol25 entry of this formula, charge and spin) = 342.3 kJ/mol
total charge = 0

Last column: natural (NBO) charge in e.
Cartesian coordinates (Å):
1 N 1.11 -1.12 0.20  -0.592
2 C 1.24 0.98 -0.04  -0.405
3 C 1.04 -0.13 -1.06  -0.081
4 C -0.50 -0.11 -1.15  -0.271
5 C -2.21 0.21 0.86  -0.652
6 C 0.53 0.06 0.87  -0.112
7 C -0.91 0.03 0.10  0.028
8 H 0.55 0.04 1.93  0.203
9 H -2.36 1.38 1.15  0.219
10 H -1.16 -0.29 -1.94  0.213
11 H -2.25 -0.35 1.84  0.226
12 H -3.06 0.04 0.20  0.222
13 H 2.37 1.04 0.19  0.209
14 H 0.97 2.04 -0.27  0.220
15 H 0.43 -1.93 0.04  0.355
16 H 1.60 -0.31 -2.01  0.218

Computed, not measured: a single C26H35N5O6 molecule, with ωB97M-V/def2-TZVPD.

LUMO level = 0.438 eV
2S+1 = 1
total charge = 0

Last column: natural (NBO) charge in e.
Cartesian coordinates (Å):
1 O -2.55 0.11 3.86  -0.623
2 O 1.24 2.04 3.05  -0.629
3 O 3.13 1.32 -0.99  -0.616
4 O 0.70 -4.73 -3.42  -0.485
5 O 2.90 -3.22 -2.40  -0.490
6 O 2.43 -1.15 1.70  -0.617
7 N -1.22 -0.11 -0.39  -0.799
8 N 0.38 -2.18 1.54  -0.478
9 N 1.02 0.54 -0.69  -0.441
10 N -1.24 0.84 2.20  -0.467
11 N 2.14 1.69 1.00  -0.627
12 C 1.60 0.39 -5.11  -0.608
13 C 0.29 0.99 -3.01  -0.412
14 C -0.51 -4.15 -1.46  -0.232
15 C 1.74 -3.36 -1.70  0.303
16 C -0.61 -3.53 -0.23  -0.292
17 C -2.15 1.97 2.01  -0.216
18 C -0.83 -2.29 2.34  -0.195
19 C 1.65 -2.75 -0.46  -0.334
20 C 0.84 -1.05 3.53  -0.516
21 C 1.11 1.58 1.93  0.652
22 C -2.79 4.30 2.82  -0.212
23 C -0.05 0.89 1.42  -0.131
24 C 0.65 -4.08 -2.21  0.185
25 C 1.02 0.05 -2.05  -0.239
26 C 2.79 -3.59 -3.76  -0.097
27 C 0.23 0.43 -4.43  -0.392
28 C 0.48 -2.82 0.30  0.224
29 C -2.37 5.41 3.78  -0.597
30 C 2.02 -4.90 -3.89  -0.097
31 C -1.74 3.19 2.83  -0.405
32 C 1.35 -1.44 2.16  0.716
33 C -0.08 0.43 0.13  0.480
34 C -1.53 -0.02 3.21  0.702
35 C -3.00 4.88 1.42  -0.608
36 C -0.66 -1.26 3.46  -0.305
37 C 2.18 1.19 -0.27  0.816
38 H 0.81 1.95 -3.02  0.212
39 H 1.93 -5.20 -4.94  0.204
40 H -0.73 1.17 -2.65  0.208
41 H 1.15 -0.05 3.81  0.275
42 H -2.24 5.02 4.79  0.210
43 H -2.16 2.20 0.94  0.193
44 H 3.81 -3.68 -4.14  0.207
45 H -1.42 5.85 3.46  0.202
46 H -0.43 1.06 -5.03  0.208
47 H -3.14 1.64 2.33  0.228
48 H 2.99 2.12 1.33  0.434
49 H 2.07 -0.03 -2.33  0.263
50 H -3.42 4.13 0.75  0.202
51 H -1.53 -3.63 0.32  0.219
52 H 1.50 0.04 -6.13  0.211
53 H -3.74 3.88 3.17  0.193
54 H -0.20 -0.57 -4.41  0.191
55 H -1.72 -2.08 1.74  0.195
56 H 2.51 -2.22 -0.10  0.279
57 H 2.26 -2.80 -4.32  0.176
58 H -1.15 -0.76 -1.16  0.409
59 H -0.91 -3.30 2.75  0.205
60 H -2.05 5.23 1.01  0.201
61 H -1.35 -4.71 -1.85  0.230
62 H -3.12 6.20 3.82  0.204
63 H 1.29 -1.74 4.25  0.241
64 H 2.04 1.38 -5.12  0.210
65 H -0.79 3.58 2.46  0.206
66 H -1.05 -1.66 4.40  0.249
67 H -3.69 5.72 1.46  0.209
68 H -1.57 2.86 3.86  0.221
69 H 2.28 -0.27 -4.58  0.199
70 H -1.94 -0.29 0.29  0.412
71 H 2.53 -5.68 -3.32  0.181
72 H 0.58 -0.95 -2.09  0.199

Computed, not measured: a molecular structure, C28H44CoN5O2S, with ωB97M-V/def2-TZVPD.

LUMO level (spin up / spin down) = 2.480 / 2.478 eV
⟨S²⟩ = 3.7571
2S+1 = 4
total charge = -1

Last column: Löwdin spin population.
Cartesian coordinates (Å):
1 Co 0.46 1.56 -0.51  2.719
2 S -1.27 0.05 -4.37  0.002
3 O 3.74 3.94 -1.87  0.003
4 O 1.97 2.62 -1.71  0.025
5 N 0.36 2.18 -3.80  0.003
6 N 0.37 0.30 -2.42  0.023
7 N -0.04 -0.96 -2.38  0.001
8 N 1.74 2.89 0.92  0.034
9 N 0.03 -0.16 0.49  0.040
10 C -0.88 -1.29 -3.28  0.002
11 C -2.26 -0.01 -0.10  0.004
12 C 2.70 -1.64 2.80  0.000
13 C -1.23 -0.60 0.68  0.006
14 C 2.91 3.30 -1.24  0.003
15 C -3.59 -0.34 0.01  0.000
16 C 1.46 -0.83 2.42  0.001
17 C 3.92 -1.07 2.09  0.000
18 C -1.44 4.00 0.37  0.010
19 C -0.31 -3.67 -3.62  0.000
20 C 3.69 -1.16 0.58  0.002
21 C -0.10 0.98 -3.42  0.009
22 C -0.96 3.18 -0.82  0.054
23 C 2.32 -3.20 0.90  0.001
24 C -3.42 -3.01 2.68  0.000
25 C 2.50 -3.10 2.41  0.000
26 C 2.43 -0.40 0.18  0.009
27 C 1.18 -0.95 0.90  0.009
28 C 1.07 -2.43 0.48  0.001
29 C 3.01 3.31 0.33  0.003
30 C -3.97 -1.33 0.91  0.000
31 C -1.89 3.12 1.53  0.005
32 C -4.62 0.36 -0.83  0.000
33 C -3.02 -1.93 1.71  0.000
34 C -1.44 -2.66 -3.46  0.001
35 C 3.54 -2.63 0.19  0.000
36 C -2.59 4.93 -0.04  0.004
37 C -1.69 -1.57 1.61  0.001
38 H 1.62 0.23 2.65  0.000
39 H -2.88 5.59 0.78  0.001
40 H -1.14 2.36 1.73  0.002
41 H -4.50 -3.03 2.80  0.000
42 H 2.20 -4.26 0.62  0.000
43 H -4.84 1.34 -0.40  0.000
44 H 1.85 2.68 1.91  0.001
45 H -1.00 -2.04 2.29  0.000
46 H 4.44 -3.19 0.46  0.000
47 H -2.06 3.72 2.43  0.000
48 H 0.36 -3.61 -2.77  0.000
49 H 1.03 2.56 -3.10  0.000
50 H 3.80 2.61 0.60  0.000
51 H -5.02 -1.61 1.00  0.000
52 H -0.62 4.64 0.72  0.000
53 H 4.07 -0.03 2.38  0.000
54 H -2.97 -2.85 3.65  0.000
55 H 0.60 -1.16 3.00  0.000
56 H -1.85 2.80 -1.35  0.004
57 H 3.33 4.32 0.65  0.001
58 H 0.27 -3.46 -4.52  0.000
59 H 0.19 -2.90 0.92  0.000
60 H 4.81 -1.63 2.37  0.000
61 H 3.41 -2.71 -0.90  0.000
62 H 1.62 -3.51 2.91  0.000
63 H 3.37 -3.69 2.72  0.000
64 H -2.82 2.60 1.28  0.000
65 H -0.47 3.87 -1.52  0.006
66 H 4.56 -0.73 0.06  0.000
67 H -0.71 -4.68 -3.70  0.000
68 H -4.27 0.51 -1.85  0.000
69 H 0.94 -2.46 -0.60  0.000
70 H -2.04 -2.91 -2.59  0.000
71 H -0.27 2.82 -4.25  0.000
72 H -2.08 -2.67 -4.34  0.000
73 H 2.85 -1.57 3.89  0.000
74 H 2.27 -0.50 -0.90  0.001
75 H -2.30 5.55 -0.89  0.000
76 H -1.94 0.74 -0.81  0.003
77 H -3.46 4.35 -0.33  0.000
78 H -3.10 -3.99 2.31  0.000
79 H 1.08 3.66 0.83  0.001
80 H -5.56 -0.20 -0.86  0.000
81 H 2.54 0.66 0.41  0.003

Computed, not measured: a molecular structure, C6H6IrLiO2, with ωB97M-V/def2-TZVPD.

LUMO level (spin up / spin down) = -13.457 / -16.170 eV
⟨S²⟩ = 8.7655
2S+1 = 6
relative energy (zero: lowest compared OMol25 entry of this formula, charge and spin) = 214.2 kJ/mol
total charge = +3

Last column: Löwdin spin population.
Cartesian coordinates (Å):
1 Ir 3.83 0.71 -1.14  3.622
2 O -0.98 -0.99 2.60  0.050
3 O 2.16 0.07 -0.14  0.465
4 C -1.49 1.90 0.30  0.048
5 C -0.93 -0.58 0.10  0.112
6 C -0.94 -0.79 1.49  0.038
7 C 1.70 -1.08 -0.41  0.358
8 C 0.49 -1.63 -0.58  0.188
9 C -1.12 0.82 -0.40  0.010
10 Li 1.28 1.49 0.82  0.062
11 H -1.69 1.88 1.38  0.002
12 H -1.65 2.85 -0.21  0.002
13 H 1.68 -1.64 -1.58  0.043
14 H 0.36 -2.70 -0.45  0.003
15 H -0.96 0.90 -1.48  0.001
16 H -1.74 -1.22 -0.31  -0.003

Computed, not measured: 4 unconnected molecules or ions with the total composition C3H13NO5, with ωB97M-V/def2-TZVPD.

LUMO level = 0.284 eV
2S+1 = 1
relative energy (zero: lowest compared OMol25 entry of this formula, charge and spin) = 194.7 kJ/mol
total charge = 0

Last column: natural (NBO) charge in e.
Cartesian coordinates (Å):
1 O -1.49 1.03 -1.85  -0.711
2 O -1.94 -0.12 -0.02  -0.626
3 O 0.15 -1.55 2.14  -0.953
4 O -0.77 -2.56 -0.60  -0.945
5 O 1.86 -1.88 -0.63  -0.947
6 N -0.28 2.85 -0.18  -0.849
7 C 1.19 0.81 -0.01  -0.650
8 C -0.17 1.46 0.17  -0.155
9 C -1.28 0.73 -0.56  0.820
10 H 1.98 1.57 0.23  0.224
11 H 0.36 3.48 0.26  0.368
12 H -0.63 -1.24 2.70  0.492
13 H -0.57 -2.38 0.25  0.472
14 H 0.80 -1.61 2.76  0.471
15 H 1.40 -1.71 0.27  0.453
16 H 1.08 -2.23 -1.06  0.488
17 H -1.27 -1.81 -0.90  0.481
18 H 1.29 0.31 -1.04  0.241
19 H -0.37 1.28 1.22  0.207
20 H 1.19 -0.22 0.36  0.227
21 H -2.24 0.76 -2.32  0.511
22 H -0.29 3.05 -1.20  0.380

Computed, not measured: a molecular structure, C21H14BrLiN6O7S, with ωB97M-V/def2-TZVPD.

LUMO level = -0.887 eV
2S+1 = 1
relative energy (zero: lowest compared OMol25 entry of this formula, charge and spin) = 96.7 kJ/mol
total charge = 0

Last column: natural (NBO) charge in e.
Cartesian coordinates (Å):
1 Br 1.54 -3.42 2.43  0.095
2 S 6.79 1.12 2.57  0.319
3 O -2.33 -3.65 -4.15  -0.674
4 O -3.53 0.22 1.72  -0.555
5 O -0.33 -2.69 -4.22  -0.532
6 O -0.66 2.46 0.59  -0.145
7 O -1.32 0.68 1.71  -0.544
8 O 0.59 -0.87 -0.33  -0.870
9 O 0.02 -2.97 -0.93  -0.675
10 N -3.16 -0.14 -1.87  -0.330
11 N -0.68 -1.84 2.11  -0.498
12 N -1.62 1.89 0.75  0.502
13 N -2.08 -0.26 -1.08  -0.287
14 N 8.93 -0.91 -0.91  -0.395
15 N 2.36 0.33 1.90  -0.533
16 C 4.63 0.06 1.15  -0.296
17 C -2.93 -2.58 1.78  -0.201
18 C 5.10 0.78 2.24  -0.111
19 C 8.67 -1.57 0.22  0.041
20 C -1.98 -1.59 1.91  0.081
21 C -1.34 -1.21 -1.64  0.079
22 C -2.50 -3.90 1.84  -0.144
23 C -0.30 -3.10 2.16  0.184
24 C 3.26 -0.14 1.02  0.076
25 C -3.13 -0.98 -2.92  -0.034
26 C -1.17 -4.18 2.03  -0.234
27 C -0.12 -1.75 -0.92  0.761
28 C 7.61 0.32 1.21  -0.163
29 C -1.43 -2.70 -3.76  0.790
30 C 8.01 -1.00 1.30  -0.253
31 C 2.83 1.03 2.94  0.057
32 C 7.88 1.02 0.04  -0.253
33 C -2.39 -0.15 1.77  0.783
34 C 8.54 0.36 -0.98  0.041
35 C -1.96 -1.70 -2.81  -0.275
36 C 4.17 1.28 3.15  -0.276
37 Li 0.53 -0.32 1.38  0.855
38 H 2.86 -0.70 0.19  0.247
39 H 4.48 1.85 4.01  0.227
40 H 7.59 2.06 -0.07  0.234
41 H -3.21 -4.72 1.72  0.227
42 H -3.97 -2.31 1.62  0.246
43 H 5.30 -0.36 0.41  0.237
44 H 9.00 -2.60 0.26  0.200
45 H 8.77 0.87 -1.91  0.200
46 H 7.82 -1.58 2.20  0.234
47 H 2.09 1.40 3.64  0.198
48 H -3.09 -3.61 -3.57  0.480
49 H -3.87 0.53 -1.63  0.413
50 H -0.79 -5.19 2.06  0.243
51 H -3.90 -0.98 -3.67  0.226

Computed, not measured: 2 unconnected molecules or ions with the total composition C4H4N2O2, with ωB97M-V/def2-TZVPD.

LUMO level = -1.945 eV
2S+1 = 1
relative energy (zero: lowest compared OMol25 entry of this formula, charge and spin) = 490.1 kJ/mol
total charge = 0

Last column: natural (NBO) charge in e.
Cartesian coordinates (Å):
1 O -0.35 -2.50 -0.07  -0.374
2 O -2.61 -0.81 -0.10  -0.437
3 N 0.59 0.81 -0.49  -0.569
4 N 2.16 -1.03 0.04  -0.550
5 C -0.85 1.09 0.04  -0.345
6 C -1.43 -0.41 -0.13  0.473
7 C -0.25 -1.29 -0.31  0.346
8 C 0.95 -0.52 -0.24  0.270
9 H 1.20 1.73 0.41  0.369
10 H 2.83 -0.29 0.18  0.335
11 H -0.88 1.23 1.24  0.223
12 H -1.37 1.99 -0.57  0.260

- What is the total charge in the seventh record?
  0